Record 1
Formula: C4H4O
Source: the Open Molecules 2025 dataset
Level of theory: the ωB97M-V functional and the def2-TZVPD basis

The geometry in XYZ format:
```
9
Properties=species:S:1:pos:R:3:forces:R:3:nbo_charge:R:1
C -1.286 0.050 -0.030 5.02 -0.25 -1.80 0.16
C 0.949 0.361 -0.441 -4.28 -1.64 -2.30 -0.39
C -0.132 -0.843 0.104 1.47 4.17 -0.86 -0.23
C -0.080 0.651 0.576 2.05 -2.05 0.12 -0.20
O -2.464 0.160 -0.090 -6.12 0.09 0.56 -0.25
H 1.949 0.078 -0.390 1.64 -0.01 1.07 0.22
H 0.580 0.526 -1.458 0.55 0.58 0.23 0.21
H 0.288 -1.794 0.164 -0.08 -1.51 1.05 0.25
H 0.197 0.811 1.565 -0.26 0.61 1.92 0.22
```
Forces are in eV/Å.

Energy ... -229.7583 Eh
HOMO energy (spin up / spin down) ... -0.193 / -0.356 Eh
Energy above the lowest of the compared OMol25 structures with the same formula, charge and spin ... 75.5 kcal per mole
Spin multiplicity ... 3
Charge ... 0
Expectation value of S² ... 2.010

---

Record 2
Formula: C4H4O2
Source: the Open Molecules 2025 dataset
Level of theory: the ωB97M-V functional and the def2-TZVPD basis

The geometry in XYZ format:
```
10
Properties=species:S:1:pos:R:3:forces:R:3:nbo_charge:R:1
O 1.106 -2.270 0.042 0.20 -0.23 -0.28 -0.68
C 0.023 -1.378 0.035 -0.15 0.03 0.05 -0.15
C 0.441 0.004 0.206 0.02 0.52 -0.02 0.12
C 0.482 1.213 0.192 -0.56 -0.76 0.01 -0.19
C -0.554 2.234 0.083 -0.40 0.21 -0.09 0.37
O -1.602 1.912 -0.429 0.29 0.67 0.15 -0.49
H 1.735 -1.901 -0.593 0.10 -0.36 0.14 0.47
H -0.673 -1.632 0.844 0.27 -0.09 -0.06 0.22
H -0.564 -1.407 -0.901 0.22 -0.11 0.17 0.20
H -0.394 3.224 0.522 0.02 0.13 -0.08 0.14
```
Forces are in eV/Å.

Energy ... -305.1745 Eh
HOMO energy ... -0.379 Eh
Energy above the lowest of the compared OMol25 structures with the same formula, charge and spin ... 65.9 kcal per mole
Charge ... 0
Structure (SMILES) ... O=CC#CCO